DFT (the ωB97M-V functional and the def2-TZVPD basis) results for C44H56BrIO2P2SSr as an isolated structure in a non-equilibrium geometry.

```
! RIJCOSX wB97M-V def2-TZVPD def2/J DEFGRID3
* xyz 0 1
Sr -0.75 -0.19 0.84
C 5.79 4.81 2.23
C 5.69 3.95 0.97
C 5.83 4.84 -0.28
C 6.86 2.96 0.97
C 4.34 3.24 0.93
C 4.20 1.86 0.91
C 2.94 1.32 0.87
Br 2.74 -0.59 0.86
C 1.73 2.03 0.84
O 0.60 1.40 0.77
C 1.88 3.45 0.88
C 3.16 3.99 0.92
C 0.64 4.35 0.90
C -0.20 4.03 2.14
C 1.00 5.84 0.95
C -0.18 4.12 -0.38
H 6.76 5.32 2.27
H 5.68 4.19 3.12
H 5.01 5.57 2.26
H 6.80 5.33 -0.28
H 5.06 5.61 -0.30
H 5.73 4.25 -1.19
H 7.80 3.51 0.98
H 6.84 2.32 0.08
H 6.83 2.32 1.86
H 5.06 1.19 0.92
H 3.25 5.07 0.95
H 0.39 4.21 3.05
H -0.52 2.99 2.14
H -1.09 4.66 2.18
H 1.56 6.08 1.86
H 0.08 6.42 0.96
H 1.58 6.15 0.08
H -0.44 3.07 -0.48
H 0.39 4.43 -1.26
H -1.11 4.71 -0.34
I -1.13 -0.48 4.16
C -2.84 0.83 4.15
C -3.45 0.95 5.36
C -4.59 1.77 5.50
C -5.05 2.45 4.41
C -4.40 2.34 3.15
C -4.88 3.10 2.06
C -4.26 3.01 0.84
C -3.17 2.13 0.68
C -2.64 1.35 1.69
C -3.26 1.49 2.97
H -3.06 0.43 6.23
H -5.07 1.85 6.46
H -5.92 3.09 4.49
H -5.73 3.76 2.21
H -4.62 3.60 0.00
H -2.71 2.10 -0.31
C -0.55 -0.74 -3.70
P -1.61 -0.71 -2.18
C -2.81 0.57 -2.73
C -2.64 -2.23 -2.45
C -3.95 -2.14 -1.65
P -3.60 -1.43 0.03
C -5.22 -0.68 0.46
C -3.70 -2.94 1.08
H -1.15 -0.60 -4.60
H -0.01 -1.69 -3.78
H 0.18 0.06 -3.63
H -3.36 0.24 -3.61
H -2.27 1.49 -2.96
H -3.52 0.79 -1.92
H -2.07 -3.09 -2.09
H -2.81 -2.36 -3.52
H -4.42 -3.13 -1.57
H -4.66 -1.48 -2.15
H -6.05 -1.37 0.28
H -5.37 0.24 -0.11
H -5.20 -0.40 1.52
H -4.64 -3.48 0.91
H -3.64 -2.65 2.13
H -2.86 -3.59 0.85
O -0.13 -2.96 0.91
S 1.19 -3.36 0.35
C 1.18 -5.21 0.20
C 0.00 -5.76 -0.53
C -1.28 -5.59 0.00
C -2.39 -6.02 -0.70
C -2.24 -6.64 -1.93
C -0.97 -6.86 -2.44
C 0.14 -6.42 -1.75
C 1.05 -2.91 -1.42
C 2.18 -3.35 -2.30
C 3.50 -3.08 -1.94
C 4.54 -3.45 -2.77
C 4.28 -4.09 -3.98
C 2.97 -4.35 -4.35
C 1.93 -3.98 -3.52
H 1.20 -5.53 1.24
H 2.14 -5.46 -0.27
H -1.38 -5.12 0.97
H -3.38 -5.87 -0.28
H -3.12 -6.96 -2.48
H -0.86 -7.38 -3.39
H 1.13 -6.60 -2.15
H 1.01 -1.82 -1.36
H 0.08 -3.29 -1.74
H 3.70 -2.57 -1.01
H 5.56 -3.23 -2.48
H 5.10 -4.38 -4.63
H 2.76 -4.84 -5.29
H 0.90 -4.17 -3.82
*
```

Properties
M: 1005.4 g mol⁻¹
Kohn-Sham gap: 7.41 eV
strongest force on any atom: 2.6 eV/Å
E_LUMO: 0.011 hartree